(1)
Density functional theory data (wB97M-V/def2-TZVPD) for a molecular structure, C41H40BrIN6O2RbS2Sb in a non-equilibrium geometry.

Each line ends with the Löwdin charge.
CARTESIAN COORDINATES (ANGSTROEM)
Rb (2.268, 1.695, -1.885)  0.75
C (-5.345, -1.558, -6.676)  -0.05
C (-4.191, -1.118, -5.775)  -0.25
C (-3.183, -0.328, -6.266)  -0.07
C (-2.197, 0.195, -5.513)  -0.06
C (-2.128, -0.120, -4.159)  -0.24
C (-3.076, -1.027, -3.644)  -0.06
C (-4.099, -1.531, -4.414)  -0.02
S (-0.641, 0.243, -3.237)  0.51
O (-0.925, 1.356, -2.318)  -0.39
O (-0.339, -0.979, -2.532)  -0.34
N (0.544, 0.764, -4.140)  -0.18
C (1.481, -0.111, -4.590)  -0.49
C (1.144, -1.380, -5.081)  -0.04
C (2.066, -2.204, -5.689)  -0.07
C (3.399, -1.794, -5.665)  -0.12
C (3.673, -0.588, -5.139)  -0.16
N (2.755, 0.283, -4.625)  0.06
H (-6.299, -1.614, -6.089)  0.09
H (-5.144, -2.565, -7.117)  0.09
H (-5.374, -0.924, -7.564)  0.07
H (-3.291, -0.017, -7.294)  0.11
H (-1.394, 0.707, -5.966)  0.10
H (-2.954, -1.346, -2.615)  0.10
H (-4.813, -2.233, -4.031)  0.11
H (0.107, -1.719, -4.879)  0.11
H (1.802, -3.250, -6.071)  0.13
H (4.140, -2.463, -5.993)  0.08
H (4.690, -0.202, -5.133)  0.10
S (3.374, -1.344, -0.388)  -0.06
Sb (2.311, -2.167, 1.415)  1.21
C (1.135, -0.768, 2.538)  -0.31
C (1.695, -0.165, 3.638)  -0.17
C (0.960, 0.633, 4.440)  -0.11
C (-0.411, 0.846, 4.234)  -0.08
C (-1.029, 0.234, 3.114)  -0.07
C (-0.259, -0.598, 2.306)  -0.09
C (0.952, -3.558, 0.846)  -0.41
C (0.437, -4.453, 1.804)  -0.11
C (-0.364, -5.466, 1.365)  -0.09
C (-0.715, -5.565, -0.006)  -0.05
C (-0.272, -4.571, -0.894)  -0.06
C (0.579, -3.573, -0.457)  -0.15
C (3.443, -3.120, 2.949)  -0.33
C (2.866, -3.258, 4.216)  -0.13
C (3.685, -3.782, 5.215)  -0.10
C (4.937, -4.314, 4.945)  -0.10
C (5.435, -4.220, 3.656)  -0.10
C (4.729, -3.549, 2.685)  -0.13
H (2.730, -0.203, 3.857)  0.10
H (1.465, 1.082, 5.271)  0.10
H (-0.821, 1.517, 4.948)  0.09
H (-2.112, 0.387, 2.915)  0.12
H (-0.709, -1.016, 1.401)  0.11
H (0.673, -4.373, 2.867)  0.10
H (-0.716, -6.255, 2.033)  0.11
H (-1.349, -6.348, -0.361)  0.09
H (-0.667, -4.433, -1.880)  0.10
H (0.966, -2.811, -1.167)  0.08
H (1.916, -2.788, 4.413)  0.09
H (3.379, -3.843, 6.309)  0.13
H (5.602, -4.720, 5.791)  0.13
H (6.540, -4.496, 3.446)  0.14
H (5.202, -3.351, 1.742)  0.09
Br (-7.020, 3.512, 1.145)  0.68
C (-5.734, 2.418, 0.299)  -0.76
C (-5.776, 1.087, 0.680)  -0.18
C (-4.792, 0.260, 0.259)  -0.11
C (-3.759, 0.727, -0.543)  -0.07
C (-3.796, 2.048, -0.993)  -0.12
C (-4.770, 2.961, -0.553)  -0.77
I (-4.670, 4.998, -0.811)  0.89
H (-6.636, 0.746, 1.356)  0.12
H (-4.780, -0.797, 0.567)  0.11
H (-2.851, 0.129, -0.876)  0.11
H (-2.960, 2.254, -1.614)  0.07
C (1.599, 4.779, 4.742)  -0.07
C (1.473, 5.965, 3.785)  -0.41
C (2.786, 6.515, 3.242)  -0.08
C (0.474, 5.676, 2.651)  -0.10
N (0.992, 4.702, 1.718)  -0.10
C (1.043, 3.349, 1.805)  -0.15
N (1.563, 2.864, 0.730)  0.00
N (1.879, 4.015, -0.031)  -0.08
N (1.596, 5.040, 0.598)  0.04
H (2.142, 5.045, 5.659)  0.08
H (2.175, 3.926, 4.291)  0.09
H (0.644, 4.486, 5.095)  0.06
H (1.082, 6.779, 4.363)  0.12
H (3.545, 5.792, 2.920)  0.08
H (3.183, 6.929, 4.149)  0.07
H (2.784, 7.351, 2.516)  0.09
H (0.292, 6.557, 2.069)  0.12
H (-0.465, 5.298, 3.072)  0.13
H (0.497, 2.824, 2.604)  0.13

As for the HOMO energy: -0.2756 hartree. Its HOMO-LUMO gap is 0.2827 hartree. The total energy is -5997.68799 a.u. As for the energy above the lowest of the compared OMol25 structures with the same formula, charge and spin: 119.4 kJ/mol. The molar mass is 1126.98 g/mol.

(2)
Density functional theory data (wB97M-V/def2-TZVPD) for a gas-phase ion, C25H51FNO4 (charge +1).

Each line ends with the Löwdin charge.
CARTESIAN COORDINATES (ANGSTROEM)
C (7.857, -2.636, -0.356)  -0.11
C (6.766, -1.626, -0.765)  -0.25
C (7.265, -0.172, -0.944)  -0.20
C (6.531, 0.887, -0.088)  -0.19
C (5.808, 1.994, -0.888)  -0.20
C (4.269, 1.931, -0.807)  -0.20
C (3.656, 2.900, 0.229)  -0.19
C (2.560, 2.280, 1.116)  -0.17
C (1.134, 2.662, 0.680)  -0.12
C (0.174, 1.509, 0.854)  -0.24
O (0.163, 1.077, 2.224)  0.00
C (-0.794, 0.090, 2.297)  -0.28
C (-1.177, -0.271, 3.712)  -0.07
C (-1.887, -1.613, 3.798)  -0.19
F (-0.940, -2.624, 3.886)  -0.03
N (-1.958, 0.700, 1.505)  0.21
C (-1.333, 1.701, 0.526)  -0.29
C (-1.672, 1.266, -0.894)  -0.12
C (-3.159, 1.145, -1.207)  -0.20
C (-3.438, 1.141, -2.711)  -0.20
C (-4.835, 0.623, -3.043)  -0.20
C (-4.948, -0.878, -3.353)  -0.19
C (-4.055, -1.826, -2.541)  -0.21
C (-4.556, -2.086, -1.117)  -0.22
C (-3.485, -2.744, -0.243)  -0.19
C (-4.081, -3.442, 0.976)  -0.23
O (-3.150, -3.655, 2.020)  -0.23
C (-2.174, -4.630, 1.691)  -0.10
C (-1.920, 3.054, 0.968)  -0.14
O (-1.386, 4.189, 0.358)  -0.10
O (-1.974, 4.241, -0.958)  0.01
H (7.493, -3.316, 0.415)  0.06
H (8.730, -2.122, 0.051)  0.06
H (8.181, -3.240, -1.203)  0.07
H (6.320, -1.959, -1.704)  0.10
H (5.974, -1.641, -0.012)  0.09
H (8.332, -0.135, -0.717)  0.10
H (7.171, 0.108, -1.996)  0.10
H (5.796, 0.379, 0.544)  0.09
H (7.243, 1.351, 0.597)  0.10
H (6.111, 1.941, -1.936)  0.10
H (6.138, 2.973, -0.530)  0.10
H (3.860, 2.146, -1.797)  0.10
H (3.976, 0.910, -0.547)  0.10
H (3.225, 3.755, -0.299)  0.11
H (4.449, 3.296, 0.866)  0.11
H (2.651, 1.189, 1.099)  0.11
H (2.703, 2.580, 2.154)  0.12
H (1.129, 2.926, -0.382)  0.13
H (0.784, 3.528, 1.240)  0.12
H (0.534, 0.664, 0.247)  0.16
H (-0.505, -0.802, 1.723)  0.18
H (-1.801, 0.510, 4.157)  0.13
H (-0.254, -0.327, 4.291)  0.15
H (-2.490, -1.820, 2.909)  0.09
H (-2.542, -1.666, 4.667)  0.13
H (-2.511, -0.025, 1.041)  0.15
H (-2.597, 1.158, 2.160)  0.18
H (-1.196, 0.294, -1.075)  0.13
H (-1.210, 1.978, -1.581)  0.13
H (-3.738, 1.949, -0.746)  0.12
H (-3.537, 0.202, -0.792)  0.08
H (-2.668, 0.551, -3.224)  0.12
H (-3.328, 2.168, -3.072)  0.12
H (-5.509, 0.895, -2.223)  0.11
H (-5.204, 1.170, -3.912)  0.11
H (-4.794, -1.045, -4.420)  0.11
H (-5.985, -1.170, -3.155)  0.11
H (-3.020, -1.464, -2.494)  0.10
H (-4.005, -2.787, -3.059)  0.12
H (-5.418, -2.759, -1.166)  0.13
H (-4.914, -1.155, -0.662)  0.10
H (-2.919, -3.448, -0.863)  0.12
H (-2.754, -2.008, 0.131)  0.10
H (-4.867, -2.807, 1.393)  0.13
H (-4.545, -4.395, 0.690)  0.13
H (-2.623, -5.465, 1.142)  0.10
H (-1.760, -5.010, 2.624)  0.09
H (-1.363, -4.214, 1.085)  0.09
H (-1.716, 3.199, 2.034)  0.16
H (-3.007, 3.053, 0.826)  0.14
H (-1.278, 4.719, -1.441)  0.13

As for the HOMO energy: -0.4583 hartree. Its HOMO-LUMO gap is 0.3648 hartree. The total energy is -1438.38032 a.u. Its structure (SMILES) is CCCCCCCCC[C@H]1O[C@@H](CCF)[NH2+][C@@]1(CCCCCCCCCOC)COO. As for the charge: +1. The molar mass is 448.68 g/mol.

(3)
Density functional theory data (wB97M-V/def2-TZVPD) for 9 unconnected molecules or ions with the total composition BF4H16O8 in a non-equilibrium geometry.

Each line ends with the natural charge from an NBO analysis.
CARTESIAN COORDINATES (ANGSTROEM)
B (0.257, -0.016, 0.221)  1.33
F (-1.073, 0.324, -0.037)  -0.57
F (1.087, 1.000, -0.354)  -0.59
F (0.489, 0.009, 1.601)  -0.56
F (0.659, -1.231, -0.312)  -0.55
O (3.038, 0.684, -2.404)  -0.96
H (2.281, 0.802, -1.815)  0.49
H (3.756, 0.433, -1.818)  0.46
O (-1.719, -1.217, -2.242)  -0.97
H (-1.194, -0.773, -1.556)  0.50
H (-1.774, -0.579, -2.957)  0.47
O (2.152, -3.151, 0.789)  -0.96
H (1.835, -2.241, 0.828)  0.49
H (1.737, -3.500, -0.003)  0.47
O (-0.413, 2.626, -2.044)  -0.95
H (-0.012, 2.378, -1.201)  0.49
H (-0.897, 1.842, -2.312)  0.45
O (1.972, 2.481, 2.031)  -0.95
H (1.462, 1.860, 1.494)  0.49
H (2.876, 2.168, 1.953)  0.46
O (-2.067, 2.800, 1.199)  -0.95
H (-1.553, 2.070, 0.837)  0.48
H (-2.956, 2.643, 0.872)  0.46
O (-2.051, -3.637, -0.856)  -0.96
H (-2.856, -4.010, -1.221)  0.45
H (-1.965, -2.777, -1.294)  0.49
O (-1.138, -0.694, 3.636)  -0.96
H (-1.168, 0.102, 4.173)  0.46
H (-0.765, -0.396, 2.793)  0.49

As for the HOMO energy: -0.2973 hartree. Its HOMO-LUMO gap is 0.3987 hartree. The total energy is -1036.18384 a.u. As for the charge: -1. As for the energy above the lowest of the compared OMol25 structures with the same formula, charge and spin: 39.6 kJ/mol. The molar mass is 230.92 g/mol.

(4)
Density functional theory data (wB97M-V/def2-TZVPD) for 6 unconnected molecules or ions with the total composition C15H39F6N3O11P3 in a non-equilibrium geometry.

Each line ends with the Löwdin charge.
CARTESIAN COORDINATES (ANGSTROEM)
P (-0.666, -1.383, -0.369)  0.10
F (-1.945, -1.311, 0.619)  -0.16
F (-1.629, -1.592, -1.660)  -0.17
F (-0.806, 0.203, -0.614)  -0.17
F (0.685, -1.518, -1.191)  -0.16
F (0.337, -1.245, 0.898)  -0.17
F (-0.539, -2.945, -0.293)  -0.14
C (4.376, -4.933, 0.692)  -0.34
O (5.239, -4.724, 1.559)  -0.04
N (3.398, -4.068, 0.247)  -0.15
C (2.395, -4.435, -0.885)  -0.02
C (3.122, -2.733, 0.819)  -0.05
H (4.467, -5.884, 0.144)  0.12
H (2.542, -3.799, -1.758)  0.07
H (1.344, -4.407, -0.597)  0.07
H (2.699, -5.350, -1.395)  0.07
H (2.075, -2.825, 1.108)  0.08
H (3.647, -2.378, 1.706)  0.08
H (3.396, -1.995, 0.065)  0.08
C (-3.446, 2.129, -1.567)  -0.32
O (-3.783, 3.268, -1.260)  -0.01
N (-4.258, 1.340, -2.345)  -0.20
C (-4.007, -0.113, -2.451)  -0.05
C (-5.625, 1.823, -2.650)  -0.05
H (-2.547, 1.539, -1.331)  0.12
H (-2.982, -0.127, -2.824)  0.07
H (-4.702, -0.446, -3.221)  0.08
H (-4.175, -0.680, -1.536)  0.09
H (-6.278, 1.340, -3.377)  0.08
H (-6.051, 1.974, -1.658)  0.09
H (-5.427, 2.801, -3.089)  0.08
C (2.033, 0.675, 2.712)  -0.35
O (1.978, 0.594, 3.893)  0.06
N (2.098, 1.905, 2.126)  -0.20
C (1.923, 2.104, 0.726)  -0.09
C (2.354, 3.110, 2.820)  -0.08
H (2.351, -0.121, 2.022)  0.12
H (2.784, 2.600, 0.278)  0.08
H (1.029, 2.594, 0.339)  0.09
H (1.928, 1.096, 0.312)  0.07
H (2.813, 3.854, 2.169)  0.08
H (1.484, 3.596, 3.263)  0.09
H (2.978, 2.985, 3.705)  0.09
C (-2.640, -2.238, 3.802)  -0.14
O (-1.623, -1.525, 4.384)  -0.22
P (-1.875, -0.040, 5.015)  0.54
O (-0.558, 0.471, 5.457)  -0.24
O (-2.600, 0.857, 3.845)  -0.25
C (-1.921, 1.190, 2.688)  -0.12
O (-2.968, -0.265, 6.281)  -0.22
C (-4.329, 0.141, 6.125)  -0.14
H (-3.278, -2.480, 4.653)  0.08
H (-2.279, -3.128, 3.287)  0.10
H (-3.164, -1.563, 3.125)  0.08
H (-2.150, 2.242, 2.519)  0.10
H (-2.376, 0.624, 1.874)  0.07
H (-0.836, 1.087, 2.680)  0.09
H (-4.990, -0.726, 6.114)  0.08
H (-4.586, 0.511, 5.133)  0.07
H (-4.651, 0.883, 6.856)  0.09
C (0.453, 1.323, -3.010)  -0.14
O (1.485, 0.964, -3.835)  -0.22
P (2.621, 2.090, -4.153)  0.47
O (2.203, 3.518, -4.201)  -0.24
O (3.907, 1.803, -3.158)  -0.23
C (4.266, 0.504, -2.756)  -0.12
O (3.216, 1.592, -5.543)  -0.22
C (2.316, 1.261, -6.595)  -0.11
H (-0.280, 0.517, -2.991)  0.08
H (-0.140, 2.129, -3.443)  0.09
H (0.853, 1.534, -2.018)  0.08
H (5.298, 0.338, -3.066)  0.09
H (3.564, -0.271, -3.063)  0.09
H (4.337, 0.572, -1.670)  0.08
H (1.949, 0.274, -6.314)  0.09
H (2.790, 1.478, -7.552)  0.09
H (1.376, 1.812, -6.621)  0.08

As for the HOMO energy: -0.2443 hartree. Its HOMO-LUMO gap is 0.3351 hartree. The total energy is -3210.51023 a.u. As for the charge: -1. The molar mass is 644.40 g/mol.